Record 1
C21H28CdN4O7P2SSe as an isolated structure in a non-equilibrium geometry. Source: the OMol25 dataset; level of theory: the ωB97M-V functional and the def2-TZVPD basis.

Properties
LUMO energy ... -0.992 eV
Total charge ... 0
Energy above the lowest of the compared OMol25 structures with the same formula, charge and spin ... 0.0 kJ/mol
Energy ... -141842.304 eV

XYZ file:
```
65
Properties=species:S:1:pos:R:3:forces:R:3
Cd 0.68292 0.33160 -0.25876 -0.481 -0.191 -0.338
Se 2.61385 -0.54300 2.44096 -0.446 -1.508 0.844
S 2.07399 -1.18070 -2.24584 0.148 -0.883 -0.069
P -1.09518 1.37297 1.50449 0.389 0.633 0.285
P -0.74890 2.03124 -1.80102 -0.047 -0.521 0.495
O 0.97000 -1.58069 0.90456 0.420 0.258 -0.471
O -3.94166 -6.39837 0.04902 0.176 0.187 -0.104
O -0.19635 -2.00358 2.72494 -0.199 -0.112 0.589
O -2.32721 -1.51003 -3.24517 0.892 1.029 -1.651
O -0.96832 -1.05773 -1.06078 -0.195 0.008 0.460
O -4.25905 -2.06573 -2.51241 -0.388 0.261 -0.180
O -2.71911 -6.17397 1.79464 0.266 -0.531 0.873
N -3.04560 -2.07086 -2.48251 -0.352 -1.835 1.321
N 3.88345 0.27727 3.32145 0.329 -0.715 0.511
N -3.15465 -5.77113 0.74767 -1.025 0.234 -0.859
N 2.45015 0.74242 1.23559 0.739 0.145 0.143
C -0.12815 3.68700 -2.09056 0.073 0.514 0.708
C 4.18795 1.38786 2.70831 -0.541 1.229 0.292
C -2.30541 2.34266 -0.83588 -0.458 0.375 -1.088
C -1.44342 -2.15674 -0.59935 0.497 0.299 -1.087
C 5.05158 2.42223 3.23725 -0.101 -0.418 -0.505
C -1.12578 1.42595 -3.45155 -1.172 1.307 0.157
C -1.10354 -2.71437 0.65734 -0.994 -0.517 0.964
C 3.64176 2.83939 0.76827 0.638 0.061 0.702
C 1.11545 -1.95502 -3.60325 -1.971 2.300 -0.455
C -0.80343 2.02593 3.19646 0.493 0.503 -0.511
C -1.89479 2.74385 0.54278 0.151 0.586 1.741
C -3.02984 -3.96382 -0.99826 -1.408 -3.108 2.447
C 3.36374 1.63940 1.57056 0.535 2.245 -2.045
C -0.04780 -2.06170 1.51248 -0.692 -0.066 0.257
C 5.18349 3.58023 2.52323 0.372 -0.874 0.472
C 2.55421 -2.65330 -1.23200 -0.932 -0.151 -0.963
C -2.40443 0.21429 1.90706 -0.879 0.182 -0.454
C -1.89198 -3.76501 1.18650 1.148 0.031 -1.265
C -2.71773 -4.46351 0.30413 0.471 0.800 -0.489
C 4.57873 3.74316 1.22717 -0.772 -0.725 0.145
C -2.42333 -2.85880 -1.39888 0.323 2.327 0.017
H -0.29935 1.22798 3.70775 -0.059 -0.711 0.464
H -0.02261 -2.02635 -3.45147 1.799 0.218 0.184
H 0.28211 4.07536 -1.15583 -0.287 0.245 -0.020
H 3.15088 2.96798 -0.19434 0.075 -0.046 0.168
H 2.89317 -3.45551 -1.90270 0.190 0.453 0.094
H -3.33527 0.81784 2.15952 0.964 -1.122 -0.060
H 5.55160 2.15406 4.17757 -0.157 0.582 -0.424
H -2.77558 3.11838 1.10515 0.434 -0.146 -0.174
H -0.03979 2.80295 3.20897 -0.210 0.376 -0.188
H -2.98043 3.16289 -1.18331 0.740 -0.568 -0.492
H -1.17436 3.59225 0.47682 -0.410 -0.492 0.253
H 1.50614 -2.90116 -3.81936 0.695 -1.432 -0.140
H -1.69356 2.34186 3.74713 0.054 -0.073 -0.195
H 5.81530 4.36161 2.92152 0.050 0.094 -0.122
H 1.70524 -3.03929 -0.65434 0.359 0.417 -0.099
H -1.50943 2.29609 -4.03913 0.114 -0.921 0.161
H -1.94855 -0.35294 2.73780 -0.729 0.024 -0.209
H -1.77138 -4.17162 2.19436 0.234 0.431 -0.407
H -3.84243 -4.51113 -1.48628 0.440 0.484 -0.317
H -2.55616 -0.47421 1.04634 -0.217 0.453 0.714
H 1.29110 -1.31276 -4.51786 -0.203 -0.631 1.021
H -0.20660 1.08057 -3.84662 0.937 -0.341 -0.650
H 3.34866 -2.29421 -0.60270 0.254 -0.091 0.375
H -1.81190 0.59037 -3.39466 -0.192 -0.021 -0.143
H -2.91933 1.44610 -0.85406 0.051 -0.307 0.076
H 4.91349 4.60444 0.65235 -0.425 -0.164 -0.060
H 0.70210 3.67989 -2.74889 0.912 -0.323 -0.800
H -0.84870 4.35923 -2.53237 -0.420 0.251 0.101
```
Forces are in eV/Å.

Record 2
A 5-piece molecular cluster, C27H37ClN4O19S5 overall in a non-equilibrium geometry. Source: the OMol25 dataset; level of theory: the ωB97M-V functional and the def2-TZVPD basis.

Properties
LUMO energy ... -1.789 eV
SMILES string ... CC(=O)N(C)CCCCc1c(COO)c(Cl)c(-c2cccnc2)c2nsnc12.O=S1(=O)OCCO1.O=S1(=O)OCCO1.O=S1(=O)OCCO1.O=S1(=O)OCCO1
Total charge ... 0
Energy ... -140133.384 eV

XYZ file:
```
93
Properties=species:S:1:pos:R:3:forces:R:3
Cl 2.29738 -1.34117 6.05137 -0.196 0.788 -3.077
S 0.52356 2.50112 0.19759 1.735 -3.374 3.484
S 2.13512 0.90175 -3.30388 -0.159 0.499 -0.074
S -1.34204 4.22762 -6.05000 -0.382 0.062 -0.391
S 1.46222 -3.73275 -5.74114 -0.052 -0.496 -0.084
S -5.68502 1.28219 2.33109 -0.244 -0.283 0.125
O -1.60477 4.33084 -4.44432 -0.115 -0.200 -1.109
O 5.44364 -1.53572 3.78641 2.981 3.604 3.025
O -5.95053 2.76694 1.71023 0.496 -0.978 0.057
O -2.32054 3.32193 -6.60981 1.617 0.906 0.753
O 1.70201 -4.09462 -4.16889 -0.287 0.719 -0.955
O 1.17262 -4.96077 -6.44771 0.172 1.896 0.725
O 0.61818 -2.56304 -5.81721 0.739 -1.615 -0.008
O 2.99220 -3.29269 -6.09242 -1.000 -0.581 0.102
O -1.78015 5.75105 -6.43426 0.760 -0.906 0.332
O -6.90317 0.83575 2.96979 1.699 0.287 -0.944
O -2.00996 -5.56290 0.37435 -0.985 7.822 3.577
O -4.97796 0.49539 1.34752 -1.101 0.822 1.145
O 5.10478 -2.58033 3.05713 -2.859 -4.830 -2.860
O 2.79306 2.12212 -2.89284 -0.558 -1.798 -0.356
O 0.07796 4.08981 -6.27582 -1.818 0.236 -0.156
O -4.63324 1.72500 3.49537 -0.974 -0.254 -0.602
O 2.41030 0.68728 -4.89642 0.105 0.441 1.278
O 0.53384 1.19563 -3.40373 1.152 -0.794 0.461
O 2.32671 -0.36130 -2.62980 0.022 1.405 -0.832
N -1.96143 2.42794 6.16292 5.609 -0.455 0.922
N 0.35860 2.41464 1.96906 2.682 -4.126 -0.724
N 1.47660 1.08875 -0.20870 -0.689 -0.243 6.676
N -0.75219 -3.74711 1.43039 -2.925 0.905 0.891
C -1.28097 3.02014 7.34992 2.912 -2.185 -2.764
C 0.68450 -2.69316 -0.54709 -0.106 -0.321 0.128
C 3.18110 -1.76005 0.19352 -0.534 -0.265 0.463
C 1.26939 0.58550 4.00852 0.769 -1.397 -0.455
C 2.80706 -1.57275 2.98277 -2.271 2.711 -0.901
C 1.35870 2.05940 6.50743 -6.147 0.303 -0.983
C 3.67618 -2.93261 3.32834 0.396 0.933 -0.364
C -2.09354 -4.34399 0.95652 0.784 -5.669 -2.765
C -1.08595 1.68483 5.21303 1.405 0.387 0.854
C 2.13712 -0.78160 4.27139 -1.750 3.277 -3.342
C 1.08535 1.18364 2.46420 -0.056 0.533 -3.066
C -5.46340 3.74557 2.62552 -0.024 0.237 0.706
C 2.19919 -3.08037 -0.05282 0.582 -0.306 -1.153
C -1.86321 5.68862 -4.09099 0.194 0.755 0.138
C 0.32247 2.83465 7.54801 -0.325 -0.805 -1.705
C -2.48330 6.32238 -5.33339 -0.621 -0.043 0.467
C 1.72752 0.44167 1.14723 -0.283 0.070 1.238
C -3.55302 -3.56614 1.19539 0.326 0.473 -0.123
C 3.75139 -3.20844 -4.88754 0.225 0.370 0.734
C -1.08778 -3.26304 2.85672 -0.518 0.155 0.668
C 0.19701 1.46943 -4.76181 0.177 0.588 -0.734
C -0.41019 -2.49077 0.65774 -0.772 0.955 -1.350
C 2.56291 -0.95590 1.48253 0.417 -0.093 1.782
C 0.52180 1.42649 5.20342 -0.623 1.600 2.931
C -4.26659 3.09123 3.31051 0.352 0.648 -0.277
C 3.10297 -4.20143 -3.92667 0.662 -0.340 -0.200
C 1.16535 0.62978 -5.59068 -0.989 -0.432 -0.336
H -0.84748 1.21631 -4.95862 0.168 -0.134 0.255
H -1.41653 -2.11952 0.13377 2.135 -0.449 0.970
H -5.19155 4.66389 2.09964 -0.074 -0.305 -0.127
H -3.42256 -2.38667 1.09134 -0.181 -2.607 0.155
H -0.90877 6.16312 -3.84111 -0.111 0.002 -0.011
H -1.66126 1.18834 4.28944 1.299 1.312 2.320
H 1.27807 1.01371 -6.60811 0.203 0.061 0.281
H 2.18995 -3.82837 0.84960 -0.094 1.596 -1.645
H 3.18255 -1.12359 -0.80527 -0.277 -1.086 2.457
H 0.35162 2.53902 -4.93901 0.080 -0.485 0.098
H 4.31011 -2.06848 0.38571 -2.502 0.486 -0.084
H -3.98452 -3.74003 2.27889 1.078 0.097 -2.213
H 0.28201 -3.55755 -1.26447 0.859 1.846 1.655
H 0.84547 -0.41648 -5.63029 0.029 0.241 -0.031
H 6.44538 -1.64870 3.90765 -2.131 0.103 -0.184
H -0.06763 -3.11042 3.41313 -2.103 -0.288 -0.901
H -2.53022 5.73722 -3.22612 0.100 -0.262 -0.199
H -1.80405 -4.04042 3.40876 1.944 1.508 -1.106
H 2.70350 -3.66802 -0.96099 -1.065 1.158 2.013
H -2.38757 7.41077 -5.33768 0.175 -0.238 -0.189
H -4.34279 -3.92917 0.40479 1.830 0.564 1.603
H 2.51224 1.94690 6.66359 -2.566 0.290 -0.278
H 3.43311 -3.84975 2.63995 0.578 2.085 1.142
H -6.26019 3.96094 3.34530 0.118 0.043 -0.024
H -3.37993 3.12214 2.66908 -0.049 0.058 0.063
H 0.80221 3.30941 8.52657 -1.145 -1.118 -2.356
H 3.59781 -3.29015 4.43971 -0.184 1.103 -2.007
H -1.94103 3.62662 8.13554 1.680 -1.577 -2.002
H 3.67455 -2.18464 -4.50744 0.021 -0.096 0.043
H 0.74071 -1.71107 -1.18626 -0.159 -1.823 1.276
H -1.70365 -2.24039 2.84107 1.393 -2.007 0.069
H 3.40796 -5.22799 -4.15575 0.046 0.096 0.045
H 4.80088 -3.44615 -5.08073 -0.277 -0.037 -0.197
H 3.33162 -3.97965 -2.88154 -0.290 0.066 -0.221
H -4.03552 3.55747 4.27202 -0.068 -0.350 -0.063
H -0.13471 -1.66494 1.43918 -0.145 -1.524 -1.657
H -3.53964 6.04984 -5.42932 0.077 0.072 0.080
```
Forces are in eV/Å.

Record 3
A 4-piece molecular cluster, C29H35NO14P overall. Source: the OMol25 dataset; level of theory: the ωB97M-V functional and the def2-TZVPD basis.

Properties
LUMO energy (alpha / beta) ... -1.597 / -1.597 eV
Total charge ... 0
Energy ... -70081.952 eV
2S+1 ... 2

XYZ file:
```
80
Properties=species:S:1:pos:R:3:forces:R:3
P 4.53131 -4.54688 -2.90717 -0.015 -0.079 0.041
O 1.22318 -1.87163 2.49465 0.202 -0.138 -0.001
O -5.86406 11.82547 -0.76048 -0.009 0.016 -0.001
O 2.83400 -4.19383 2.02791 -0.090 -0.012 0.005
O -2.03045 1.48491 2.20529 0.052 0.016 0.035
O -4.02850 5.68387 -1.34693 0.008 -0.063 0.025
O -8.25924 9.21039 2.32948 0.018 0.011 -0.014
O -3.83691 -0.15174 1.41003 -0.024 0.006 -0.013
O -4.69212 9.67519 -1.52623 -0.008 -0.014 0.024
O -0.10780 2.23743 -2.09522 -0.022 0.004 0.012
O 5.20711 -5.86381 -2.79808 -0.034 0.145 0.006
O -4.39765 3.28065 -0.47964 -0.013 -0.028 0.014
O -7.06604 7.05941 1.58188 0.003 -0.017 -0.006
O 0.27498 4.64258 -2.92601 0.006 0.019 -0.014
O -0.63550 -3.57839 1.66397 0.060 0.179 0.050
N 3.55439 -4.92236 1.26445 -0.149 0.308 -0.047
C 0.02032 -1.40336 2.25892 -0.219 -0.049 -0.038
C -1.01034 -2.42635 1.78516 0.132 -0.085 -0.045
C -2.65119 -0.68438 1.65574 0.062 0.042 0.007
C -3.23786 3.51216 -1.06923 0.017 0.079 -0.012
C -0.29244 -0.10322 2.42546 0.067 -0.030 0.018
C -5.78795 8.20476 -0.02921 0.022 -0.023 -0.005
C -1.62722 0.33416 2.13086 -0.160 0.026 -0.118
C -2.28233 2.58622 -1.23569 0.005 -0.092 0.045
C 3.55178 -3.99708 -1.46465 0.084 -0.118 0.075
C 1.74879 -2.25098 -0.86147 -0.001 0.040 0.008
C -5.49606 9.48343 -0.62990 -0.002 0.071 -0.009
C 5.91769 -5.30342 0.49553 -0.078 -0.052 -0.027
C 1.43338 -6.09104 0.93881 0.151 0.172 -0.136
C 2.68869 -5.22968 -1.04669 -0.059 -0.021 -0.016
C 4.82899 -4.27936 0.83131 -0.017 -0.232 -0.047
C -3.07810 4.94614 -1.54953 -0.051 -0.002 0.022
C 5.31346 -3.39719 1.97903 0.088 0.043 -0.005
C -1.85193 5.33989 -2.19564 0.017 0.023 -0.009
C -6.70551 8.16457 0.94824 -0.050 0.044 0.033
C -1.05553 2.97499 -1.88362 0.044 0.044 -0.030
C 2.83673 -5.87398 0.36454 0.103 0.069 0.142
C 4.54346 -3.42314 -0.41499 0.115 -0.041 -0.002
C -6.22952 10.72233 -0.13149 0.042 -0.062 -0.038
C 3.55622 -7.23988 0.34334 0.082 -0.055 0.031
C 2.61351 -2.86983 -1.95746 0.136 0.029 -0.066
C -7.44565 9.39841 1.44084 -0.005 -0.055 0.018
C -7.14887 10.67766 0.84472 -0.013 0.030 0.011
C -2.35460 -1.98173 1.49281 -0.045 0.070 0.036
C -0.89321 4.41387 -2.35394 0.000 -0.080 0.021
H 2.82728 -6.03342 -1.77349 -0.011 0.030 -0.016
H 0.94814 -6.88713 0.37130 0.016 0.021 -0.048
H -5.18914 11.54055 -1.41379 -0.019 -0.009 0.026
H 6.10547 -5.96861 1.33953 0.025 0.029 -0.008
H -5.26232 7.32848 -0.38145 -0.001 0.027 -0.020
H 6.83694 -4.75446 0.28908 0.010 0.012 0.003
H 4.20216 -2.43669 -0.10491 -0.109 -0.060 0.099
H 2.31518 -1.57924 -0.21559 -0.012 -0.035 -0.010
H 3.62847 -7.63061 -0.67190 0.009 -0.011 0.035
H 0.43089 0.62706 2.75946 0.017 -0.022 0.000
H -3.07735 -2.70968 1.15296 0.006 0.000 -0.002
H -2.38935 1.56736 -0.89117 -0.020 0.007 -0.012
H 5.51958 -3.26031 -0.88359 -0.029 0.148 -0.016
H 0.83902 -5.18303 0.86852 -0.045 -0.129 0.096
H -1.74444 6.36234 -2.52844 0.010 -0.006 -0.005
H -4.88702 4.12939 -0.50218 0.028 -0.013 -0.007
H -3.74294 0.80431 1.61399 0.000 -0.030 -0.004
H -7.67232 11.55357 1.20014 0.007 0.004 -0.012
H 1.28865 -2.82791 2.27599 -0.048 0.045 0.028
H 2.99557 -7.95289 0.94676 -0.017 -0.022 -0.011
H 6.33985 -3.08475 1.77871 -0.030 0.017 -0.029
H 0.75466 3.78753 -2.89848 -0.028 0.015 0.011
H 5.29706 -3.94800 2.91939 0.045 -0.038 -0.036
H 5.39067 -3.45295 -3.14629 -0.022 0.021 -0.030
H 4.69540 -2.51162 2.10449 -0.048 -0.027 0.004
H 1.64883 -4.91952 -1.14021 -0.032 -0.015 -0.007
H 1.96899 -3.27679 -2.74149 -0.017 -0.013 0.023
H 5.68976 -5.89276 -0.39414 0.037 0.059 0.059
H 3.21254 -2.08152 -2.43077 -0.022 -0.010 -0.003
H 0.93753 -1.67054 -1.30357 0.027 0.012 0.001
H 3.61925 -4.42912 -3.97960 0.002 -0.070 -0.004
H -7.74744 7.33929 2.22957 0.023 0.009 -0.023
H 1.30385 -3.01733 -0.22503 -0.038 -0.029 -0.002
H 4.56053 -7.20386 0.75369 -0.151 -0.024 -0.047
H 1.49249 -6.39027 1.98440 -0.013 -0.028 -0.012
```
Forces are in eV/Å.